No. 1
{"formula": "CH2NO3S", "method": "wB97M-V/def2-TZVPD", "homo_energy_ha": [-0.0760, -0.0759], "multiplicity": 1, "charge": -1, "species": ["C", "N", "O", "O", "O", "S", "H", "H"], "positions_angstrom": [[-0.47833, 0.46594, 0.08641], [-0.34150, -1.03147, 0.21169], [-0.49262, -1.48094, 1.34340], [-0.21291, -1.77399, -0.77802], [1.83071, 1.40851, -1.12298], [1.36668, 0.81587, 0.16987], [-0.79922, 0.77574, -0.82579], [-0.87281, 0.82034, 0.91541]]}

=====

No. 2
{"formula": "CH2NO3S", "method": "wB97M-V/def2-TZVPD", "homo_energy_ha": [-0.1127, -0.1128], "multiplicity": 1, "charge": -1, "species": ["C", "N", "O", "O", "O", "S", "H", "H"], "positions_angstrom": [[-0.18616, -0.77779, -0.02314], [0.47164, 1.19566, -0.91209], [1.57997, 1.72834, -0.80556], [-0.54269, 1.64935, -1.44630], [-0.65719, -0.80178, 2.62459], [0.43912, -1.02663, 1.57061], [-1.23010, -0.65912, -0.11133], [0.12541, -1.30802, -0.89678]]}

=====

No. 3
{"formula": "CH2NO3S", "method": "wB97M-V/def2-TZVPD", "smiles": "C=NS(=O)(=O)[O-]", "homo_energy_ha": -0.1699, "multiplicity": 1, "charge": -1, "species": ["C", "N", "S", "O", "O", "O", "H", "H"], "positions_angstrom": [[-0.03710, -0.66453, -1.21010], [0.29366, -0.98986, -0.04554], [0.07921, 0.35438, 1.09871], [1.43450, 0.70484, 1.50374], [-0.72661, -0.01517, 2.28972], [-0.72767, 1.62019, -0.03242], [0.32784, -1.14550, -2.05202], [-0.64383, 0.13566, -1.55209]]}

=====

No. 4
{"formula": "CH2NO3S", "method": "wB97M-V/def2-TZVPD", "homo_energy_ha": -0.1614, "multiplicity": 1, "charge": -1, "species": ["C", "N", "O", "O", "O", "S", "H", "H"], "positions_angstrom": [[0.37239, -1.82253, 1.63860], [-0.51407, -1.17300, 1.25363], [-0.25167, 0.51941, -2.14059], [1.07528, 0.23064, -0.02122], [-1.28012, 1.13869, -0.01675], [-0.01511, 1.21717, -0.84391], [1.75549, 0.42980, -0.54840], [-1.14218, -0.54018, 0.67865]]}

=====

No. 5
{"formula": "CH2NO3S", "method": "wB97M-V/def2-TZVPD", "homo_energy_ha": [-0.0743, -0.0743], "multiplicity": 1, "charge": -1, "species": ["C", "N", "O", "O", "O", "S", "H", "H"], "positions_angstrom": [[-0.43105, 0.54890, -0.19345], [-0.52569, -0.88933, 0.27455], [-1.11603, -1.04125, 1.36766], [-0.01575, -1.76177, -0.37148], [2.27156, 0.36309, -0.62965], [1.35147, 0.74852, 0.46726], [-0.36446, 0.64789, -1.23817], [-1.17006, 1.38395, 0.32328]]}

=====

No. 6
{"formula": "CH2NO4", "method": "wB97M-V/def2-TZVPD", "smiles": "O=C([O-])N(O)O", "homo_energy_ha": -0.1631, "multiplicity": 1, "charge": -1, "species": ["O", "C", "O", "N", "O", "O", "H", "H"], "positions_angstrom": [[-0.19842, -1.74374, 1.23530], [-0.22220, -1.13114, 0.22108], [-0.07233, -1.52173, -0.93181], [-0.47596, 0.47432, 0.23371], [-0.15840, 0.93337, -1.09424], [0.63307, 1.03390, 0.92089], [0.15698, 0.04494, -1.44953], [0.33726, 1.91007, 0.86459]]}

=====

No. 7
{"formula": "CH2NO4S", "method": "wB97M-V/def2-TZVPD", "homo_energy_ha": -0.1550, "multiplicity": 1, "charge": -1, "species": ["C", "N", "O", "O", "O", "O", "S", "H", "H"], "positions_angstrom": [[0.41038, -0.25310, 0.17028], [1.15511, 0.92597, 0.08667], [1.75266, 1.14414, -0.97059], [-1.82858, -1.52200, 0.52425], [1.10301, 1.71137, 1.08823], [-2.00268, 0.12072, -1.31471], [-1.66763, -0.12153, 0.08939], [0.78844, -1.19572, -0.73500], [0.28930, -0.80985, 1.06149]]}

=====

No. 8
{"formula": "CH2NOP", "method": "wB97M-V/def2-TZVPD", "smiles": "O=C=NP", "homo_energy_ha": -0.3605, "multiplicity": 1, "species": ["O", "C", "N", "P", "H", "H"], "positions_angstrom": [[2.04747, 2.06999, -0.31513], [1.20978, 0.99274, -0.13109], [0.40381, 0.10799, -0.09919], [-0.96052, -0.91778, -0.36381], [-0.68168, -2.05330, 0.51692], [-2.01885, -0.19964, 0.39229]]}

=====

Sequential energy relative to the best compared isomer or geometry (same formula, charge and spin) output: 4.7420; 4.8796; 3.1279; 1.6658; 4.8555; 0.1331; 4.5544; 1.4786 eV
Sequential energy output: -717.86715; -717.86210; -717.92647; -717.98020; -717.86298; -394.99341; -793.12893; -510.59116 a.u.